117
Properties=species:S:1:pos:R:3 method="wB97M-V/def2-TZVPD" total_energy_ha=-2884.4804 fmax_ev_per_a=1.9 total_charge=+2 s_squared=0.796 gap_ha="0.2152 / 0.2224" multiplicity=2
Ir -0.261 1.255 0.516
C -6.059 -2.603 0.417
C -4.623 -2.118 0.522
C -3.806 -2.776 1.369
C -2.343 -2.810 1.422
C -1.777 -3.712 2.309
N -0.544 -4.165 2.547
C 0.717 -3.985 1.832
C 1.907 -4.032 2.786
C 1.983 -2.867 3.768
N 2.108 -1.588 3.102
C 3.116 -0.702 3.284
C 3.343 0.401 2.529
C 4.378 1.463 2.774
C 5.113 1.775 1.488
C 6.566 2.148 1.570
C 4.448 1.703 0.336
C 3.033 1.341 0.287
C 2.298 1.530 -0.893
N 0.998 1.450 -1.062
C 0.461 1.690 -2.400
C -0.322 2.994 -2.387
C -1.732 2.872 -1.810
N -1.877 1.799 -0.790
C -2.896 1.050 -0.950
C -3.098 -0.205 -0.176
C -4.245 -1.043 -0.350
C -1.584 -1.915 0.604
O -0.484 -1.444 0.948
C 2.480 0.730 1.410
O 1.222 0.420 1.525
H -6.099 -3.673 0.224
H -6.589 -2.098 -0.392
H -6.609 -2.398 1.337
H -4.295 -3.488 2.028
H -2.502 -4.200 2.954
H -0.503 -4.874 3.263
H 0.688 -3.047 1.291
H 0.820 -4.786 1.095
H 2.814 -4.052 2.178
H 1.894 -4.970 3.350
H 2.843 -3.008 4.422
H 1.094 -2.862 4.408
H 1.436 -1.376 2.381
H 3.795 -0.938 4.098
H 5.097 1.135 3.526
H 6.823 2.550 2.551
H 6.835 2.889 0.818
H 7.199 1.270 1.414
H 4.944 1.951 -0.598
H 2.885 1.758 -1.782
H -0.167 0.849 -2.687
H 1.282 1.745 -3.116
H -0.420 3.393 -3.397
H 0.272 3.712 -1.829
H -2.410 2.624 -2.628
H -2.060 3.820 -1.388
H -3.590 1.271 -1.760
H -4.861 -0.869 -1.229
N -1.159 0.742 2.394
C -1.488 1.843 3.296
C -2.303 1.638 4.397
C -2.501 2.683 5.287
C -1.873 3.907 5.087
C -1.075 4.106 3.974
C -0.900 3.072 3.058
P -0.001 3.275 1.504
C 1.690 3.670 2.044
C 2.202 2.807 2.979
C 3.640 2.780 3.378
C 4.322 4.054 3.009
C 3.774 4.934 2.139
C 2.486 4.736 1.578
C -0.793 4.701 0.727
C -0.162 5.518 -0.210
C -0.852 6.562 -0.807
C -2.183 6.794 -0.487
C -2.826 5.977 0.434
C -2.138 4.937 1.038
H -0.368 0.236 2.808
H -1.919 0.064 2.407
H -2.763 0.672 4.571
H -3.138 2.537 6.149
H -2.019 4.710 5.797
H -0.603 5.066 3.802
H 1.562 2.058 3.428
H 3.692 2.624 4.462
H 5.298 4.255 3.434
H 4.318 5.830 1.867
H 2.110 5.468 0.887
H 0.863 5.341 -0.502
H -0.348 7.194 -1.525
H -2.717 7.611 -0.954
H -3.862 6.153 0.688
H -2.654 4.313 1.755
C -0.653 -2.559 -2.090
C -2.114 -2.072 -1.952
C -2.390 -1.141 -3.137
C -2.179 -1.300 -0.638
C -3.056 -3.299 -1.997
C -4.287 -3.252 -2.650
C -5.135 -4.347 -2.665
C -4.777 -5.522 -2.019
C -3.554 -5.588 -1.372
C -2.705 -4.489 -1.369
H 0.023 -1.704 -2.170
H -0.549 -3.180 -2.980
H -0.324 -3.151 -1.237
H -1.642 -0.352 -3.180
H -3.376 -0.673 -3.083
H -2.347 -1.697 -4.073
H -2.908 0.030 0.866
H -4.600 -2.360 -3.175
H -6.077 -4.286 -3.195
H -5.436 -6.380 -2.034
H -3.249 -6.502 -0.879
H -1.752 -4.582 -0.862